Entry from the OMol25 dataset: 3 unconnected molecules or ions with the total composition C20H36FN3O9P2 in a non-equilibrium geometry (wB97M-V/def2-TZVPD).

Each line ends with the Löwdin charge.
Atoms and positions in Å:
O (-6.3916, 1.8107, 0.0212)  0.153
C (-5.6890, 0.9249, -0.3359)  -0.381
N (-5.4441, 0.5534, -1.6973)  0.168
C (-4.1274, -0.0087, -1.7196)  -0.394
O (-3.4108, 0.0643, -2.6677)  0.109
C (-3.8648, -0.5566, -0.3474)  -0.110
C (-2.9122, -1.4629, 0.1125)  -0.408
P (-1.6892, -2.2929, -0.9546)  0.942
P (-2.7918, -2.9232, -2.7099)  0.247
O (-4.2492, -2.8030, -2.5066)  -0.314
O (-2.2763, -2.1670, -4.0184)  -0.170
O (-2.3753, -4.4512, -2.9314)  -0.171
C (-2.9153, -1.7438, 1.4625)  -0.023
C (-3.8466, -1.1273, 2.2760)  -0.237
F (-3.8325, -1.4072, 3.5945)  0.075
C (-4.7967, -0.2402, 1.8107)  0.082
C (-4.7979, 0.0479, 0.4719)  -0.094
H (-6.1654, -0.0095, -2.1270)  0.159
H (-0.7781, -1.3130, -1.3694)  -0.061
H (-3.0568, -1.7272, -4.3889)  0.079
H (-2.7493, -4.7055, -3.7876)  0.082
H (-2.2025, -2.4417, 1.8734)  0.118
H (-5.5234, 0.2002, 2.4760)  0.142
C (-0.8814, 6.0852, 3.3167)  -0.116
O (-0.4936, 5.7615, 1.9951)  -0.196
C (0.8370, 5.2693, 1.8851)  -0.218
C (0.8348, 3.8208, 1.4473)  -0.215
N (0.3222, 2.9567, 2.5034)  -0.048
C (0.0857, 1.5780, 2.0883)  -0.193
C (-1.0016, 1.3208, 1.0499)  -0.212
O (-2.3181, 1.5972, 1.5045)  -0.188
C (-2.7306, 2.9447, 1.3308)  -0.072
H (-1.8685, 6.5415, 3.2657)  0.088
H (-0.9408, 5.1946, 3.9517)  0.081
H (-0.1886, 6.8024, 3.7667)  0.087
H (1.3847, 5.3933, 2.8232)  0.122
H (1.3415, 5.8669, 1.1202)  0.121
H (1.8575, 3.5187, 1.2036)  0.123
H (0.2325, 3.7541, 0.5307)  0.108
H (-0.5471, 3.3430, 2.8472)  0.072
H (-0.1775, 1.0135, 2.9870)  0.121
H (1.0275, 1.1595, 1.7179)  0.113
H (-0.9811, 0.2518, 0.8279)  0.093
H (-0.8081, 1.8348, 0.1007)  0.119
H (-2.2836, 3.3976, 0.4429)  0.095
H (-2.4997, 3.5520, 2.2094)  0.076
H (-3.8159, 2.9445, 1.2122)  0.085
C (5.6892, -4.0536, 0.6096)  -0.116
O (5.8116, -2.7090, 0.1855)  -0.197
C (6.3384, -2.5615, -1.1286)  -0.218
C (5.2954, -1.9810, -2.0584)  -0.217
N (4.2277, -2.9408, -2.3096)  -0.050
C (3.0775, -2.3893, -3.0190)  -0.198
C (2.2514, -1.3226, -2.3087)  -0.222
O (1.5552, -1.7980, -1.1676)  -0.249
C (2.2822, -1.7671, 0.0488)  -0.094
H (5.3771, -4.0409, 1.6525)  0.088
H (4.9371, -4.5959, 0.0264)  0.081
H (6.6465, -4.5782, 0.5387)  0.088
H (6.7187, -3.5119, -1.5124)  0.122
H (7.1792, -1.8647, -1.0645)  0.121
H (5.7690, -1.7167, -3.0081)  0.124
H (4.9201, -1.0571, -1.5967)  0.107
H (3.9109, -3.3146, -1.4246)  0.071
H (2.4110, -3.2246, -3.2479)  0.120
H (3.4177, -1.9865, -3.9779)  0.119
H (1.4796, -0.9917, -3.0105)  0.120
H (2.8396, -0.4328, -2.0562)  0.112
H (2.9962, -0.9405, 0.0766)  0.091
H (2.8048, -2.7098, 0.2278)  0.075
H (1.5628, -1.6338, 0.8591)  0.081

Cartesian forces (eV/Å) of the 2 atoms listed first:
O -0.805 0.385 0.389
C 0.439 -0.931 -0.487

**LUMO level**: -0.1 eV
**Calculated total energy**: -65516.20217 eV
**Maximum force**: 1.8 eV/Å
**Kohn-Sham gap**: 8.7 eV
**Relative energy (zero: lowest compared OMol25 entry of this formula, charge and spin)**: 0.0000 eV
**M**: 543.47 u

=====

Entry from the OMol25 dataset: 10 unconnected molecules or ions with the total composition C20H60O10S10 in a non-equilibrium geometry (wB97M-V/def2-TZVPD).

Each line ends with the Löwdin charge.
Atoms and positions in Å:
C (9.9350, -13.3443, 23.7209)  -0.258
S (10.5126, -14.1895, 25.2826)  0.859
O (11.5622, -15.2561, 24.8450)  -0.590
C (11.4789, -12.7667, 25.9743)  -0.278
H (9.9840, -13.9856, 22.8409)  0.050
H (10.5208, -12.4589, 23.4739)  0.040
H (8.9102, -12.9784, 23.7831)  0.036
H (12.3561, -12.4928, 25.3883)  0.052
H (11.9380, -13.0085, 26.9329)  0.042
H (10.9263, -11.8308, 26.0569)  0.046
C (15.0898, -5.5960, 34.5720)  -0.255
S (16.1220, -4.2755, 33.7544)  0.840
O (16.6094, -4.9000, 32.4256)  -0.591
C (14.8504, -3.0273, 33.2673)  -0.265
H (14.4486, -5.1354, 35.3235)  0.037
H (15.6896, -6.2725, 35.1809)  0.043
H (14.4330, -6.0758, 33.8463)  0.052
H (14.1779, -3.3983, 32.4939)  0.051
H (15.4414, -2.2414, 32.7970)  0.040
H (14.2374, -2.6293, 34.0760)  0.047
C (6.3878, -9.4631, 33.0348)  -0.263
S (7.8630, -10.5327, 33.2881)  0.812
O (7.5145, -11.8816, 32.7321)  -0.582
C (8.9814, -9.8811, 31.9641)  -0.247
H (6.1281, -9.5140, 31.9774)  0.047
H (6.5699, -8.4232, 33.3059)  0.045
H (5.4730, -9.7725, 33.5402)  0.053
H (9.0158, -8.8382, 32.2792)  0.033
H (8.4714, -10.0820, 31.0220)  0.053
H (10.0012, -10.2516, 32.0683)  0.048
C (-0.7814, -11.0517, 33.4531)  -0.297
S (-2.2798, -11.9514, 33.0176)  0.837
O (-1.9655, -13.4300, 33.2001)  -0.567
C (-3.2673, -11.4518, 34.5358)  -0.254
H (-0.2798, -11.4994, 34.3111)  0.058
H (-0.9401, -10.0916, 33.9442)  0.043
H (-0.0852, -10.8015, 32.6526)  0.049
H (-2.8513, -11.9268, 35.4243)  0.050
H (-4.2353, -11.9394, 34.4201)  0.035
H (-3.4922, -10.4064, 34.7474)  0.046
C (5.6162, -9.2496, 25.8704)  -0.271
S (3.7889, -9.3870, 25.7265)  0.814
O (3.3347, -9.2499, 27.1315)  -0.569
C (3.6009, -7.7949, 24.7784)  -0.250
H (5.9581, -8.6969, 26.7454)  0.056
H (6.0077, -8.8288, 24.9443)  0.042
H (6.0446, -10.2232, 26.1088)  0.037
H (4.2644, -7.0614, 25.2364)  0.049
H (2.5577, -7.5089, 24.9124)  0.046
H (3.8315, -8.0979, 23.7570)  0.045
C (2.7094, -15.9061, 25.2189)  -0.285
S (2.6485, -16.1755, 27.0247)  0.849
O (2.4841, -17.6823, 27.3723)  -0.589
C (4.4552, -15.8327, 27.3556)  -0.251
H (2.8600, -14.8394, 25.0530)  0.042
H (1.7314, -16.1238, 24.7896)  0.046
H (3.5189, -16.4585, 24.7418)  0.055
H (4.8403, -15.0609, 26.6892)  0.034
H (5.1049, -16.6435, 27.0259)  0.055
H (4.5610, -15.5599, 28.4055)  0.044
C (1.3916, -6.0717, 40.5188)  -0.244
S (0.7675, -6.5997, 38.8310)  0.841
O (1.8011, -7.5981, 38.3785)  -0.594
C (-0.5417, -7.7379, 39.4021)  -0.277
H (0.5100, -5.8007, 41.0996)  0.035
H (2.1066, -5.2647, 40.3584)  0.040
H (1.8748, -6.8606, 41.0952)  0.057
H (-1.2098, -8.0295, 38.5917)  0.043
H (-1.0875, -7.3230, 40.2495)  0.040
H (-0.2074, -8.6987, 39.7935)  0.059
C (17.9966, -15.9987, 33.7212)  -0.266
S (18.2212, -14.3345, 34.4347)  0.829
O (18.8035, -14.5341, 35.8630)  -0.582
C (16.4797, -13.9799, 34.6931)  -0.287
H (17.4738, -16.5654, 34.4918)  0.054
H (18.9439, -16.4125, 33.3756)  0.050
H (17.4257, -15.8395, 32.8064)  0.045
H (16.4415, -13.1277, 35.3716)  0.051
H (15.9770, -14.8337, 35.1474)  0.055
H (15.9826, -13.6831, 33.7696)  0.051
C (13.1987, -19.2558, 31.0416)  -0.305
S (11.6703, -18.5629, 30.4228)  0.830
O (10.4135, -19.3816, 30.6942)  -0.553
C (11.7953, -17.1317, 31.6143)  -0.258
H (13.9914, -18.5077, 31.0425)  0.049
H (13.4162, -20.0818, 30.3644)  0.043
H (13.0925, -19.6374, 32.0571)  0.059
H (12.6740, -16.5361, 31.3668)  0.044
H (11.6147, -17.3547, 32.6658)  0.060
H (10.9459, -16.5636, 31.2351)  0.031
C (2.0480, -3.1746, 33.0756)  -0.288
S (2.4895, -1.4160, 33.1008)  0.823
O (1.5979, -0.7054, 32.1328)  -0.556
C (1.7899, -1.2020, 34.8031)  -0.268
H (0.9985, -3.4409, 33.2012)  0.061
H (2.6675, -3.6886, 33.8106)  0.049
H (2.3536, -3.4972, 32.0802)  0.041
H (0.7017, -1.2635, 34.8077)  0.054
H (2.0565, -0.1839, 35.0867)  0.035
H (2.1574, -1.8494, 35.5993)  0.049

Cartesian forces (eV/Å) of the 2 atoms listed first:
C 0.108 0.572 -0.084
S 2.279 -0.988 -1.413

**LUMO level**: -0.1 eV
**Calculated total energy**: -150527.76144 eV
**Maximum force**: 3.2 eV/Å
**Kohn-Sham gap**: 8.6 eV
**Relative energy (zero: lowest compared OMol25 entry of this formula, charge and spin)**: 4.8807 eV
**M**: 781.36 u